No. 1
{"formula": "C4H7NO", "method": "wB97M-V/def2-TZVPD", "elements": ["O", "C", "C", "N", "C", "C", "H", "H", "H", "H", "H", "H", "H"], "coordinates": [[1.120, -0.459, 1.541], [0.419, -0.122, 0.367], [-0.466, -1.048, -0.467], [-1.176, 0.194, -0.912], [-0.800, 0.796, 0.406], [1.541, 0.409, -0.489], [1.894, -0.983, 1.275], [0.010, -1.662, -1.234], [-1.161, -1.648, 0.131], [-0.628, 1.875, 0.445], [-1.566, 0.513, 1.134], [-0.582, 0.621, -1.630], [1.395, 1.512, -0.566]], "forces_ev_per_angstrom": [[0.07, -0.09, 0.07], [0.02, 0.01, -0.13], [0.12, -0.33, -0.04], [-0.22, 0.08, -0.24], [0.01, 0.26, 0.17], [0.10, 0.14, 0.26], [-0.15, 0.08, 0.07], [-0.08, 0.13, -0.02], [0.17, 0.04, -0.03], [-0.05, -0.13, -0.12], [0.17, 0.00, -0.01], [-0.31, 0.02, 0.04], [0.14, -0.22, -0.04]], "homo_ev": [-9.4, -9.3], "relative_energy_kcal_mol": 145.3, "gap_ev": [8.38, 8.35], "total_charge": 0}

=====

No. 2
{"formula": "C9H17O2S4Tl", "method": "wB97M-V/def2-TZVPD", "elements": ["Tl", "C", "C", "S", "C", "C", "S", "C", "C", "S", "C", "C", "S", "H", "H", "H", "H", "H", "H", "H", "H", "H", "H", "H", "H", "H", "H", "H", "H", "O", "C", "O", "H"], "coordinates": [[-1.269, 1.083, 0.439], [2.116, 2.250, 0.763], [2.183, 1.547, -0.582], [0.648, 1.662, -1.569], [0.627, -0.008, -2.323], [-0.735, -0.418, -2.858], [-2.138, -0.500, -1.696], [-2.022, -2.134, -0.899], [-0.799, -2.475, -0.062], [-0.653, -1.467, 1.457], [1.161, -1.221, 1.554], [1.555, -0.052, 2.444], [0.967, 1.626, 2.027], [1.813, 3.292, 0.643], [3.111, 2.246, 1.210], [2.467, 0.501, -0.495], [2.944, 2.058, -1.174], [1.030, -0.718, -1.604], [1.307, 0.048, -3.174], [-0.652, -1.398, -3.330], [-1.073, 0.290, -3.616], [-2.127, -2.874, -1.693], [-2.926, -2.175, -0.289], [0.133, -2.419, -0.622], [-0.926, -3.502, 0.281], [1.559, -1.142, 0.544], [1.562, -2.125, 2.014], [2.643, 0.001, 2.504], [1.174, -0.207, 3.455], [-3.085, 0.895, 1.951], [-3.435, 2.062, 1.671], [-2.842, 2.797, 0.846], [-4.319, 2.475, 2.181]], "forces_ev_per_angstrom": [[-0.27, -0.09, 0.26], [-0.20, -0.02, 0.19], [-0.03, 0.11, -0.23], [-0.38, -0.34, 0.52], [0.14, 0.24, 0.00], [-0.26, 0.09, 0.14], [0.25, 0.18, 0.45], [-0.06, 0.20, -0.07], [0.01, -0.04, 0.26], [0.16, 0.52, -0.39], [-0.24, -0.23, 0.01], [-0.15, 0.21, -0.01], [-0.34, -0.17, -0.38], [0.08, 0.03, 0.03], [0.00, 0.03, 0.02], [0.01, 0.01, 0.00], [0.04, -0.07, 0.00], [-0.03, 0.01, 0.00], [0.04, -0.07, 0.03], [-0.03, 0.01, -0.05], [0.00, -0.06, -0.06], [-0.03, 0.00, 0.00], [-0.04, -0.06, -0.06], [-0.02, -0.01, -0.01], [0.08, -0.03, -0.06], [0.01, 0.01, 0.02], [0.09, 0.00, -0.07], [0.01, 0.02, 0.05], [0.07, 0.01, 0.03], [0.72, -0.18, -0.51], [-0.74, 0.23, 0.48], [1.01, -0.54, -0.51], [0.10, 0.00, -0.09]], "homo_ev": -16.6, "gap_ev": 7.72, "total_charge": 2}